# 1
# C25H22I2MoN4O3STe4

A structure of composition C25H22I2MoN4O3STe4 (wB97M-V/def2-TZVPD, the Open Molecules 2025 dataset).

Geometry as ORCA input:
```
! wB97M-V def2-TZVPD RIJCOSX def2/J DEFGRID3
* xyz 0 3
Mo -0.34426 0.64906 -0.50017
I -7.62330 -0.48877 1.35733
C -5.64531 -0.60506 0.69754
C -5.34461 -1.27579 -0.47238
C -4.03443 -1.33677 -0.92219
I -3.62228 -2.52204 -2.57519
C -2.99997 -0.69448 -0.22590
O -1.75597 -0.65040 -0.71657
C -3.31495 -0.11694 1.01971
C -2.21939 0.26618 1.96585
N -1.28433 1.26984 1.42687
C -1.83999 2.62756 1.28250
C -1.94124 3.07033 -0.15137
C -2.53409 4.24627 -0.44873
C -2.32706 4.85062 -1.73919
C -1.73075 4.13469 -2.69610
C -1.43274 2.70895 -2.47293
N -1.25698 2.30688 -1.09102
C -4.62840 -0.05793 1.45742
H -6.12500 -1.76554 -1.03760
H -2.65607 0.63802 2.89779
H -1.62681 -0.62438 2.19436
H -0.51433 1.31158 2.08856
H -2.81703 2.69387 1.76596
H -1.17239 3.31975 1.80031
H -3.06055 4.78495 0.32763
H -2.62027 5.87878 -1.90107
H -1.51883 4.53756 -3.67732
H -0.59119 2.35626 -3.06386
H -4.85054 0.39941 2.41368
Te 1.34330 0.22878 -2.63203
Te -0.10181 -1.25359 -4.35634
Te -1.63181 0.68839 -5.46148
Te -3.09464 1.52107 -3.38690
C 5.27189 -5.18367 -1.03305
C 4.22067 -4.36536 -0.33891
C 3.07702 -3.94920 -1.02071
C 2.11849 -3.17462 -0.39399
C 2.30591 -2.80726 0.93053
C 3.42972 -3.20817 1.63047
C 4.38078 -3.98850 0.99144
S 1.07926 -1.80119 1.70500
O -0.21341 -2.39664 1.50549
O 1.50920 -1.50716 3.04859
N 1.07041 -0.44281 0.81570
C 1.92407 0.59715 1.00559
C 3.08287 0.72212 1.77987
C 3.73140 1.93775 1.76108
C 3.24681 3.00577 0.99987
C 2.10389 2.81375 0.25853
N 1.46627 1.63645 0.26424
H 4.85562 -5.72059 -1.88421
H 5.72026 -5.90805 -0.35349
H 6.07181 -4.53990 -1.40492
H 2.93711 -4.23735 -2.05519
H 1.23200 -2.85024 -0.92511
H 3.54498 -2.91933 2.66720
H 5.25890 -4.31279 1.53651
H 3.43410 -0.10445 2.37682
H 4.63156 2.06510 2.34828
H 3.75495 3.95811 0.98475
H 1.67148 3.58394 -0.36758
*
```

E_HOMO (alpha / beta) in eV: -7.23 / -7.24

***

# 2
# C25H22MnN4O3S2

A structure of composition C25H22MnN4O3S2 (wB97M-V/def2-TZVPD, the Open Molecules 2025 dataset).

Geometry as ORCA input:
```
! wB97M-V def2-TZVPD RIJCOSX def2/J DEFGRID3
* xyz 0 6
Mn 0.12608 0.14506 -0.51605
C -1.17355 -4.08292 -0.28268
C 0.08202 -4.67053 -0.15452
C 1.21553 -3.91615 -0.39746
C 1.08162 -2.57249 -0.76631
C -0.16440 -1.93592 -0.86407
C -1.28214 -2.74165 -0.61065
C 2.29475 -1.76861 -1.10573
C 3.50137 -2.41970 -1.50982
C 4.55714 -1.68002 -1.92552
C 4.46330 -0.26569 -1.97555
C 5.50782 0.56017 -2.45514
C 5.35180 1.91412 -2.49958
C 4.14213 2.49569 -2.05403
C 3.12384 1.72086 -1.58119
C 3.26088 0.31331 -1.54444
N 2.21458 -0.45169 -1.09311
H -2.06397 -4.67240 -0.09963
H 0.17325 -5.70870 0.13767
H 2.18499 -4.37989 -0.26873
H -2.27555 -2.30343 -0.65003
H 3.54896 -3.49675 -1.50498
H 5.47879 -2.15919 -2.23501
H 6.42932 0.09534 -2.78351
H 6.14662 2.54501 -2.87306
H 4.02066 3.57034 -2.08938
H 2.19940 2.17117 -1.24654
C -1.42908 1.40546 -3.46123
N -2.38301 1.81374 -2.44177
C -2.03826 2.29283 -1.23717
S -0.40830 2.68631 -0.83135
N -3.01033 2.49676 -0.36161
C -4.40009 2.14534 -0.58072
H -1.99839 1.11589 -4.34173
H -0.82391 0.55116 -3.14326
H -0.77235 2.23404 -3.71126
H -3.30649 1.41553 -2.51361
H -2.70361 2.64541 0.58676
H -4.79022 2.66815 -1.45701
H -4.96875 2.45123 0.29022
H -4.52491 1.06542 -0.68310
O -4.10288 0.15452 4.45611
S -3.94736 -0.64001 3.26970
O -5.10673 -1.29202 2.72571
N -3.18471 0.21306 2.10825
C -1.98421 -0.26432 1.86477
O -1.20399 0.23012 1.00555
C -1.61045 -1.47288 2.67493
C -0.45858 -2.23587 2.63735
C -0.38810 -3.35175 3.46239
C -1.45056 -3.69166 4.29664
C -2.61041 -2.92490 4.33065
C -2.65448 -1.81988 3.50608
H 0.35769 -1.98252 1.97208
H 0.49795 -3.97260 3.44840
H -1.37593 -4.57062 4.92396
H -3.44127 -3.18549 4.97160
*
```

E_HOMO (alpha / beta) in eV: -7.88 / -8.65

***

Values for calculated total energy, eV, ordered as above
-96452.076, -91377.323